Entry one
The following is a quantum chemistry calculation of a structure of composition C3H2N2O2, from the Open Molecules 2025 dataset.

```
! wB97M-V def2-TZVPD RIJCOSX def2/J DEFGRID3
* xyz 0 1
C -0.1446 -0.2311 0.9483
N -0.1246 1.2218 -0.8041
C 0.0961 -0.0644 -0.4119
O -0.2666 1.8222 0.3034
N -0.3423 0.9231 1.4929
H 1.3146 -1.3136 -2.2416
O 0.1883 -2.2816 -0.4136
C 0.5894 -1.1998 -1.0617
H -0.6647 -1.0533 1.4537
*
```

The molar mass is 98.061 g mol⁻¹. As for the LUMO energy: -0.0416 Eh. The orbital gap is 9.50 eV.

Entry two
The following is a quantum chemistry calculation of an isolated molecule of C3H2N2O2, from the Open Molecules 2025 dataset.

```
! wB97M-V def2-TZVPD RIJCOSX def2/J DEFGRID3
* xyz 0 1
N 0.4286 1.2288 -1.8069
C 0.2771 0.5306 -0.7715
O -0.8384 -0.1204 -0.2825
N 1.6414 -0.4339 1.1076
C -0.7862 -0.7534 1.0071
C 1.3335 0.1649 0.1633
H -0.4103 1.3666 -2.3725
H -0.7035 -0.0603 1.8610
O -0.9424 -1.9229 1.0944
*
```

The molar mass is 98.061 g mol⁻¹. The SMILES is [H]/N=C(/C#N)OC=O. As for the LUMO energy: -0.0019 Eh. The orbital gap is 11.50 eV.

Verdict on stability: entry one comes out at the bottom.

Entry one
The following is a quantum chemistry calculation of an isolated molecule of C3H2N2O2, from the Open Molecules 2025 dataset.

```
! wB97M-V def2-TZVPD RIJCOSX def2/J DEFGRID3
* xyz 0 1
H -1.2528 -0.8436 1.4016
N 1.0851 1.2839 -0.5404
H 0.9217 1.3180 -1.5598
O -2.6305 -1.2323 -0.0644
C -1.6559 -0.7323 0.3848
O -0.8706 0.1096 -0.4064
C 0.2168 0.5948 0.2017
C 1.7020 0.0916 0.2084
N 2.5655 -0.6834 0.3934
*
```

The molar mass is 98.061 g mol⁻¹. As for the LUMO energy (spin up / spin down): -0.0360 / -0.0360 Eh. The orbital gap (spin up / spin down) is 8.71 / 8.71 eV.

Entry two
The following is a quantum chemistry calculation of an isolated molecule of C3H2N2O2, from the Open Molecules 2025 dataset.

```
! wB97M-V def2-TZVPD RIJCOSX def2/J DEFGRID3
* xyz 0 1
O -0.9182 2.5622 0.7953
N -1.0511 -2.5202 -0.3255
C -0.6409 1.4071 0.8547
H 1.8924 -0.1148 -1.5025
C 0.4843 -0.4665 -0.2909
N 1.4461 -0.8669 -0.9948
H -0.9644 0.7145 1.6448
C -0.4358 -1.5709 -0.0819
O 0.1878 0.8555 -0.0991
*
```

The molar mass is 98.061 g mol⁻¹. The SMILES is [H]/N=C(/C#N)OC=O. As for the LUMO energy: -0.0116 Eh. The orbital gap is 11.13 eV.

Verdict on stability: entry one comes out at the bottom.

Entry one
The following is a quantum chemistry calculation of an isolated molecule of C3H2N2O2, from the Open Molecules 2025 dataset.

```
! wB97M-V def2-TZVPD RIJCOSX def2/J DEFGRID3
* xyz 0 1
C -1.5753 -0.1285 -0.1000
C 0.4530 -0.6301 -0.1891
C 0.4217 0.8417 -0.0986
H 2.3951 -0.5086 0.2202
N -0.7882 -1.0038 -0.2491
H -2.7369 -0.1464 0.3477
N 1.5746 -1.2307 0.1203
O -0.9356 1.1246 0.1265
O 1.1916 1.6817 -0.1779
*
```

The molar mass is 98.061 g mol⁻¹. The SMILES is [H]/N=C1/N=COC1=O. As for the LUMO energy: -0.0403 Eh. The orbital gap is 9.28 eV.

Entry two
The following is a quantum chemistry calculation of a cluster of 2 separate species, C3H2N2O2 in total, from the Open Molecules 2025 dataset.

```
! wB97M-V def2-TZVPD RIJCOSX def2/J DEFGRID3
* xyz 0 1
O 1.7568 1.6556 1.3673
C 0.3094 0.2346 0.8187
N -1.6658 -2.9000 -0.6510
H -0.5948 0.1415 -1.6125
C -1.2599 -1.7982 -0.6276
H 0.7684 -0.1668 1.6547
C -0.8720 -0.5265 -0.8501
N 0.9399 1.3582 0.4480
O 0.6180 2.0016 -0.5475
*
```

The molar mass is 98.061 g mol⁻¹. As for the LUMO energy (spin up / spin down): -0.0852 / -0.0933 Eh. The orbital gap (spin up / spin down) is 8.53 / 8.16 eV.

Verdict on stability: entry two comes out at the bottom.